ORCA calculation (ωB97M-V/def2-TZVPD) on an isolated molecule of C4H10N2S at a distorted geometry.

Output
Structure (SMILES) ... [H]/N=C(/N)SC(C)C
Total charge ... 0
LUMO ... 0.028 Ha

Structure (XYZ):
```
17
Properties=species:S:1:pos:R:3:forces:R:3
S -0.102670 -0.193471 1.229461 0.3 0.0 -0.5
N -1.580297 -1.250518 -0.807889 -0.6 0.2 0.0
N -1.894799 1.059243 -0.390377 -0.5 -1.7 -0.2
C 1.431237 0.184159 0.224270 0.4 -0.5 0.7
C -1.306260 -0.222625 -0.121847 -0.1 0.4 0.2
C 1.294031 1.459262 -0.579829 0.0 -0.1 0.0
C 1.908772 -1.016692 -0.625111 -0.3 0.7 0.9
H 2.308790 1.751461 -0.846598 0.1 0.2 -0.2
H -2.129587 1.571679 0.454832 0.4 -0.1 -0.1
H 2.839479 -0.814722 -1.165870 -0.1 0.2 0.2
H 2.152932 0.309233 1.056075 -0.3 0.2 -0.4
H 2.049376 -1.844408 0.073701 0.0 -0.2 -0.5
H 0.858020 2.259435 0.050987 0.0 -0.4 -0.8
H 1.136154 -1.192461 -1.354968 -0.2 -0.6 -0.3
H -2.762402 0.887814 -0.915694 0.6 0.2 0.1
H -1.194721 -2.150257 -0.496876 0.3 0.9 0.0
H 0.743671 1.232066 -1.523988 0.1 0.6 0.8
```
Forces are in eV/Å.

ORCA calculation (ωB97M-V/def2-TZVPD) on an isolated molecule of C4H10N2S at a distorted geometry.

Output
Structure (SMILES) ... CCN(C)/C=N\S
Total charge ... 0
LUMO ... 0.031 Ha

Structure (XYZ):
```
17
Properties=species:S:1:pos:R:3:forces:R:3
S 3.521796 0.133018 0.170261 -1.8 1.4 -0.2
N 0.085367 0.028428 -0.145990 -0.5 0.4 -0.1
N 2.287644 -1.021071 -0.067021 0.8 0.0 0.7
C 0.401170 1.455171 -0.127649 0.1 0.1 0.2
C -2.265866 -0.222310 0.603357 -0.2 -1.0 0.9
C -1.265758 -0.387246 -0.511594 0.2 1.2 -0.1
C 1.010882 -0.939961 -0.060385 1.6 -0.5 -0.4
H 1.205641 1.708644 -0.863656 -0.6 -0.2 0.7
H -1.992711 -0.955434 1.398211 -0.1 0.8 -0.2
H -1.557684 0.243112 -1.347099 -0.1 0.0 -0.4
H 0.716625 1.693988 0.915857 -0.1 0.4 -0.9
H -0.519718 2.030554 -0.402601 0.8 -0.5 0.4
H 0.632015 -1.946042 -0.052562 -0.9 -0.3 -0.2
H -2.326241 0.803838 1.009691 0.1 -0.5 -0.2
H -1.221617 -1.399279 -0.871675 -0.1 -0.4 -0.1
H -3.253829 -0.561290 0.277532 0.0 0.3 -0.1
H 4.542287 -0.664127 0.075330 0.7 -1.0 -0.1
```
Forces are in eV/Å.

ORCA calculation (ωB97M-V/def2-TZVPD) on a cluster of 2 separate species, C4H10N3 in total at a distorted geometry.

Output
Total charge ... +1
LUMO ... -0.208 Ha

Structure (XYZ):
```
17
Properties=species:S:1:pos:R:3:forces:R:3
N -1.569642 -1.737223 0.893070 -0.8 -1.0 0.8
N 2.168796 1.654313 -2.577649 0.2 0.3 -0.1
N 0.318015 2.206742 -1.159926 1.9 0.7 -0.2
C 0.357467 -0.586508 1.193263 0.2 1.7 -0.8
C -0.955224 -0.602947 1.476602 0.9 -0.8 -0.2
C 1.566877 1.949944 -1.307846 -0.4 -0.9 -0.2
C -2.754003 -2.173492 1.069169 -0.1 -0.9 -1.0
H 2.912010 2.344458 -2.758058 -0.8 0.4 -0.1
H -1.013950 -2.255181 0.217320 0.2 0.2 0.0
H 2.317712 1.732125 -0.524644 -0.6 0.8 0.6
H 0.844436 -1.511146 0.907551 -0.2 0.0 -0.6
H -3.442449 -1.731628 1.768234 -0.1 0.2 0.1
H -1.640774 -0.044249 2.110913 0.5 0.7 -0.6
H 2.800492 0.871267 -2.454691 -0.2 -0.6 0.2
H -3.030647 -3.027285 0.425998 -0.2 0.5 0.6
H 0.155417 2.596081 -0.221175 0.0 -0.7 -0.1
H 0.965468 0.314729 0.941869 -0.5 -0.6 1.6
```
Forces are in eV/Å.

ORCA calculation (ωB97M-V/def2-TZVPD) on a cluster of 2 separate species, C4H10N3 in total at a distorted geometry.

Output
Total charge ... +1
LUMO ... -0.174 Ha

Structure (XYZ):
```
17
Properties=species:S:1:pos:R:3:forces:R:3
N -2.520393 0.569802 -0.381913 1.2 0.0 -1.5
N -0.314679 0.568080 0.495974 1.4 1.6 0.2
N 0.896318 -0.084173 0.503748 0.9 -4.4 3.2
C -0.664939 -1.145246 -0.916362 1.2 1.2 1.8
C -1.389279 -0.217107 0.048115 -2.0 -0.4 -1.3
C 2.095644 0.698405 0.270731 1.3 -0.9 -2.0
C 0.620425 -1.110837 -0.554330 0.6 -0.9 -1.7
H -2.228291 1.135484 -1.191311 -0.8 -0.1 0.7
H -1.732752 -0.849033 0.810281 -0.8 -1.1 1.5
H -1.127290 -1.790897 -1.609144 -0.3 -0.5 -0.7
H -0.576727 1.232016 1.177740 0.6 0.7 1.2
H 1.471165 -1.668888 -1.038075 -0.9 0.8 1.1
H 2.459934 1.269951 1.075973 -0.6 1.3 1.0
H 1.819236 1.136141 -0.662407 0.5 1.5 -0.4
H 1.365387 -0.849966 1.659952 -2.1 2.0 -3.1
H -3.183927 1.019817 0.253608 0.8 -0.5 -0.1
H 3.010168 0.086450 0.057419 -1.2 -0.3 0.1
```
Forces are in eV/Å.

ORCA calculation (ωB97M-V/def2-TZVPD) on the ion C4H10N3 with charge +1 at a distorted geometry.

Output
Structure (SMILES) ... C=C[N@H+](C)/N=C/N
Total charge ... +1
LUMO ... -0.109 Ha

Structure (XYZ):
```
17
Properties=species:S:1:pos:R:3:forces:R:3
N 0.079522 -0.822610 -0.710660 -0.9 -2.5 0.1
N -0.839300 -2.986892 -0.768865 1.2 1.7 2.3
N 0.405591 0.194245 0.163834 0.2 3.5 1.5
C -0.442437 -1.874432 -0.113823 -0.2 0.7 -0.7
C -1.168433 2.101656 0.775256 -1.5 0.7 -0.3
C -0.425825 1.573872 -0.141555 0.7 -3.1 2.3
C 1.795528 0.726608 -0.093705 0.5 2.8 -0.7
H 2.619923 0.062998 -0.268450 -0.3 -1.1 -0.1
H -1.268034 1.610425 1.710555 -0.5 -0.2 0.8
H -1.304376 -3.689418 -0.226293 -0.3 -0.2 -0.5
H 0.277291 -0.037392 1.191217 0.1 0.2 -1.2
H -0.732156 -1.900406 0.925943 0.6 0.2 0.7
H -1.807934 2.974248 0.511308 0.9 -0.5 0.6
H -0.988897 -2.764372 -1.695536 -0.6 -0.7 -2.6
H 1.637517 1.387786 -1.027564 0.9 -1.4 1.4
H 2.172723 1.425419 0.722253 -1.1 -0.9 -0.7
H -0.010704 2.018264 -0.953913 0.4 0.8 -2.7
```
Forces are in eV/Å.

ORCA calculation (ωB97M-V/def2-TZVPD) on the ion C4H10N3 with charge +1 at a distorted geometry.

Output
Multiplicity ... 3
Total charge ... +1
LUMO (alpha / beta) ... -0.113 / -0.284 Ha

Structure (XYZ):
```
17
Properties=species:S:1:pos:R:3:forces:R:3
N 0.128861 1.262929 0.015243 1.2 3.2 1.6
N -0.839304 -0.319914 -1.416906 -0.8 -2.8 -2.0
N -0.228695 0.054545 -0.318158 1.0 -2.4 1.9
C 0.327079 -2.416683 0.011445 3.0 1.8 -0.9
C 0.175012 2.463492 -0.823915 0.7 1.6 0.7
C -0.317603 -0.819526 1.869982 1.2 0.2 -0.4
C 0.036442 -1.078062 0.594711 -1.5 1.4 0.6
H -0.811617 0.109466 2.037236 -0.3 0.6 0.4
H 0.590942 3.450647 -0.329269 -1.2 -2.4 -0.1
H 1.476547 -2.404467 -0.297603 -2.4 -0.4 0.5
H 0.158671 -3.000469 0.890350 -0.1 -1.4 -0.2
H 0.880683 2.359073 -1.609216 0.8 -0.7 -0.9
H -1.155756 0.285750 -2.116847 -0.4 2.2 -0.6
H 0.011435 -1.353676 2.761456 -0.4 -0.4 -0.5
H 0.615318 1.290113 0.930631 -0.3 -0.1 -0.8
H -0.764247 2.657307 -1.303363 -0.7 0.1 0.1
H -0.283770 -2.540525 -0.895776 0.2 -0.6 0.7
```
Forces are in eV/Å.